# C3HNO2

A single C3HNO2 molecule in a non-equilibrium geometry (ωB97M-V with the def2-TZVPD basis set, the Open Molecules 2025 dataset).

Geometry as XYZ:
```
7
C3HNO2 ωB97M-V with the def2-TZVPD basis set
O 1.535 1.067 -1.025
C 1.090 0.843 0.048
C -0.471 -0.049 0.181
O 0.628 -0.644 0.419
C -1.576 -0.926 -0.146
N -2.445 -1.615 -0.487
H 1.239 1.324 1.012
```

Its highest occupied orbital energy is -0.3824 Ha. The value obtained for the LUMO energy is -1.543 eV. The calculation puts the energy above the lowest of the compared OMol25 structures with the same formula, charge and spin at 59.9 kcal per mole. Its orbital gap is 8.864 eV.

# C41H22F5N9RuS2

C41H22F5N9RuS2 as an isolated structure in a non-equilibrium geometry (ωB97M-V with the def2-TZVPD basis set, the Open Molecules 2025 dataset).

Geometry as XYZ:
```
80
C41H22F5N9RuS2 ωB97M-V with the def2-TZVPD basis set
Ru -0.301 0.291 0.696
N -0.666 7.058 -7.260
C -0.622 6.310 -6.386
C -0.572 5.401 -5.318
C -0.169 4.074 -5.534
C -0.107 3.192 -4.482
C -0.481 3.583 -3.190
C -0.904 4.908 -2.993
C -0.928 5.811 -4.026
C -0.472 2.644 -2.076
C -1.699 2.516 -1.371
C -2.959 3.040 -1.807
C -3.900 2.610 -0.898
C -3.206 1.850 0.053
N -1.894 1.816 -0.222
C 0.738 1.953 -1.791
C 1.988 2.238 -2.393
C 2.938 1.454 -1.757
C 2.252 0.710 -0.800
N 0.933 0.991 -0.821
H 0.074 3.753 -6.538
H 0.187 2.167 -4.650
H -1.188 5.217 -1.998
H -1.224 6.838 -3.857
H -3.132 3.621 -2.690
H -4.958 2.798 -0.904
H -3.617 1.333 0.902
H 2.159 2.951 -3.176
H 3.996 1.420 -1.943
H 2.669 -0.021 -0.127
S 0.680 -0.083 3.846
C 0.879 1.498 3.244
C 1.293 2.532 4.104
C 1.451 3.801 3.612
C 1.203 4.021 2.255
C 0.792 2.966 1.470
N 0.626 1.719 1.933
H 1.464 2.287 5.141
H 1.752 4.617 4.252
H 1.322 5.000 1.816
H 0.573 3.132 0.423
S 4.582 -4.739 -0.109
C 3.265 -3.552 0.157
C 2.198 -3.463 -0.724
C 1.151 -2.619 -0.408
N 1.109 -1.881 0.697
C 2.142 -1.968 1.530
C 3.240 -2.776 1.307
C 3.733 -5.977 0.872
C 4.007 -6.106 2.224
C 3.258 -7.022 2.947
N 2.308 -7.772 2.418
C 2.059 -7.639 1.126
C 2.741 -6.758 0.301
H 2.174 -4.043 -1.634
H 0.299 -2.554 -1.069
H 2.082 -1.376 2.433
H 4.044 -2.815 2.024
H 4.771 -5.507 2.693
H 3.428 -7.157 4.007
H 1.273 -8.267 0.731
H 2.505 -6.674 -0.748
N -1.313 -0.859 -0.508
C -2.132 -1.512 -1.023
C -3.006 -2.351 -1.644
C -2.869 -3.733 -1.469
N -2.759 -4.872 -1.355
C -4.014 -1.887 -2.492
N -4.840 -1.539 -3.213
F -1.529 -2.531 1.756
C -2.132 -1.522 2.423
C -1.689 -0.215 2.204
C -2.357 0.744 2.964
F -1.989 2.045 2.860
C -3.386 0.453 3.850
F -3.982 1.438 4.547
C -3.807 -0.859 4.007
F -4.831 -1.148 4.829
C -3.160 -1.862 3.295
F -3.545 -3.141 3.452
```

Its highest occupied orbital energy (spin up / spin down) is -0.1766 / -0.1764 Ha. As for the expectation value of S²: 0.7604. The spin multiplicity is 2. The value obtained for the LUMO energy (spin up / spin down) is 0.604 / 0.497 eV. The net charge is -1. Its orbital gap (spin up / spin down) is 5.408 / 5.297 eV.

# C36H40BMoNP2

C36H40BMoNP2 as an isolated structure in a non-equilibrium geometry (ωB97M-V with the def2-TZVPD basis set, the Open Molecules 2025 dataset).

Geometry as XYZ:
```
81
C36H40BMoNP2 ωB97M-V with the def2-TZVPD basis set
Mo 0.020 0.092 5.853
C -2.199 -0.085 6.638
C -2.067 -0.422 5.276
C -2.551 0.499 4.161
C -1.441 1.323 3.491
C -0.312 1.699 4.427
C -0.501 2.166 5.752
C -1.879 2.456 6.350
C -2.542 1.295 7.137
C 2.073 0.203 5.510
H -2.327 -0.904 7.359
H -2.012 -1.499 5.049
H -3.346 1.161 4.537
H -3.053 -0.116 3.395
H -1.026 0.756 2.642
H -1.902 2.215 3.035
H 0.640 1.922 3.941
H 0.334 2.735 6.192
H -2.574 2.826 5.581
H -1.729 3.289 7.055
H -2.235 1.387 8.195
H -3.635 1.463 7.161
H 2.566 -0.282 6.371
H 2.442 1.233 5.381
H 2.238 -0.379 4.587
P 0.135 -2.387 -3.708
P 2.160 0.448 -3.979
C -0.371 -0.772 -4.365
C 0.391 0.357 -4.356
C -0.766 -3.554 -4.809
C -1.946 -3.210 -5.488
C -2.588 -4.149 -6.302
C -2.065 -5.438 -6.442
C -0.888 -5.786 -5.770
C -0.228 -4.849 -4.968
C -0.876 -2.477 -2.162
C -0.488 -1.618 -1.115
C -1.224 -1.592 0.071
C -2.351 -2.415 0.219
C -2.721 -3.284 -0.815
C -1.968 -3.341 -1.993
C 2.740 1.258 -5.555
C 2.720 0.450 -6.708
C 3.083 0.985 -7.944
C 3.475 2.327 -8.046
C 3.514 3.127 -6.897
C 3.174 2.588 -5.649
C 2.223 1.870 -2.822
C 3.336 1.950 -1.963
C 3.457 3.026 -1.079
C 2.466 4.016 -1.036
C 1.358 3.929 -1.882
C 1.221 2.851 -2.764
H -1.395 -0.709 -4.756
H -0.063 1.304 -4.686
H -2.378 -2.217 -5.393
H -3.499 -3.864 -6.824
H -2.576 -6.168 -7.076
H -0.484 -6.794 -5.871
H 0.698 -5.117 -4.458
H 0.385 -0.974 -1.246
H -0.917 -0.933 0.885
H -2.927 -2.388 1.147
H -3.591 -3.930 -0.703
H -2.240 -4.052 -2.773
H 2.404 -0.592 -6.627
H 3.063 0.355 -8.834
H 3.763 2.743 -9.014
H 3.819 4.169 -6.967
H 3.243 3.215 -4.759
H 4.102 1.173 -1.996
H 4.324 3.095 -0.425
H 2.557 4.852 -0.338
H 0.585 4.697 -1.861
H 0.340 2.782 -3.395
B 0.122 -0.001 10.388
C 0.233 0.002 8.898
N 0.242 0.029 7.716
H -0.926 0.583 10.639
H 1.082 0.571 10.864
H 0.084 -1.174 10.719
```

Its highest occupied orbital energy (spin up / spin down) is -0.4906 / -0.4702 Ha. As for the expectation value of S²: 2.2031. The spin multiplicity is 3. The value obtained for the LUMO energy (spin up / spin down) is -7.595 / -8.508 eV. The calculation puts the energy above the lowest of the compared OMol25 structures with the same formula, charge and spin at 15.5 kcal per mole. The net charge is +2. Its orbital gap (spin up / spin down) is 5.754 / 4.286 eV.

# C4H12

A 2-piece molecular cluster, C4H12 overall in a non-equilibrium geometry (ωB97M-V with the def2-TZVPD basis set, the Open Molecules 2025 dataset).

Geometry as XYZ:
```
16
C4H12 ωB97M-V with the def2-TZVPD basis set
C 1.992 1.563 -0.395
C 1.741 0.512 0.691
H 2.657 1.231 -1.189
H 1.042 1.873 -0.819
H 2.404 2.466 0.070
H 0.845 0.816 1.244
H 2.505 0.533 1.481
H 1.632 -0.505 0.328
C -2.410 -0.742 -0.558
C -1.285 -1.362 0.248
H -2.829 -1.349 -1.365
H -3.220 -0.436 0.106
H -2.107 0.177 -1.074
H -0.772 -0.736 0.968
H -0.547 -1.757 -0.451
H -1.648 -2.282 0.714
```

Its highest occupied orbital energy is -0.4244 Ha. The structure (SMILES) is CC.CC. The value obtained for the LUMO energy is 1.139 eV. The calculation puts the energy above the lowest of the compared OMol25 structures with the same formula, charge and spin at 5.0 kcal per mole. Its orbital gap is 12.686 eV.

# C3H5IN2O

A single C3H5IN2O molecule in a non-equilibrium geometry (ωB97M-V with the def2-TZVPD basis set, the Open Molecules 2025 dataset).

Geometry as XYZ:
```
12
C3H5IN2O ωB97M-V with the def2-TZVPD basis set
C -0.260 0.089 0.476
C 1.030 -0.527 0.272
C -2.303 0.790 -0.622
N -1.136 0.218 -0.509
N -2.447 2.976 -0.943
O -3.343 3.166 -1.647
I -3.088 2.071 1.057
H -0.577 0.404 1.429
H 1.569 -0.354 -0.729
H 0.952 -1.677 0.452
H 1.822 -0.095 1.042
H -3.040 0.216 -1.161
```

Its highest occupied orbital energy (spin up / spin down) is -0.2854 / -0.2867 Ha. The value obtained for the LUMO energy (spin up / spin down) is -0.544 / -0.056 eV. The calculation puts the energy above the lowest of the compared OMol25 structures with the same formula, charge and spin at 105.2 kcal per mole. Its orbital gap (spin up / spin down) is 7.222 / 7.747 eV.

# C4H5NO

A single C4H5NO molecule in a non-equilibrium geometry (ωB97M-V with the def2-TZVPD basis set, the Open Molecules 2025 dataset).

Geometry as XYZ:
```
11
C4H5NO ωB97M-V with the def2-TZVPD basis set
H -1.841 1.827 -0.248
N -1.971 0.850 -0.089
C -1.020 0.149 0.342
C -0.522 -0.789 -0.673
C 0.772 -0.439 -0.677
C 1.141 -0.136 0.760
O -0.096 0.352 1.331
H -1.220 -1.183 -1.397
H 1.393 -0.156 -1.518
H 1.922 0.606 0.932
H 1.441 -1.081 1.237
```

Its highest occupied orbital energy is -0.3244 Ha. The structure (SMILES) is [H]/N=C1/C=CCO1. The value obtained for the LUMO energy is 0.680 eV. The calculation puts the energy above the lowest of the compared OMol25 structures with the same formula, charge and spin at 69.7 kcal per mole. Its orbital gap is 9.507 eV.

We obtain calculated total energy values of -320.00377 -3459.01165 -2225.48702 -159.57705 -599.55296 -285.30352 hartree for the records listed above, in that order.